# 1
Molecular formula: C33H44IMoNO2SbSe5
Method: DFT, the ωB97M-V functional and the def2-TZVPD basis

Last column: Löwdin charge in e.
Atoms and positions in Å:
Mo 2.8199 -1.1739 0.6434  0.88
C -3.4299 -0.1306 -3.0049  -0.06
C -2.3437 -0.4956 -4.0251  -0.55
C -2.7257 -1.7965 -4.7430  -0.04
C -2.2779 0.6387 -5.0504  -0.06
C -1.0178 -0.7018 -3.3057  -0.17
C -0.9621 -1.5478 -2.2049  -0.07
C 0.2136 -1.7109 -1.5071  -0.40
Se 0.2389 -2.9061 0.0193  1.12
C -0.4753 -1.7536 1.4020  -0.40
C -1.8449 -1.6303 1.5161  -0.07
C -2.3904 -0.8213 2.4988  -0.17
C -1.4993 -0.1697 3.3484  0.02
C -0.1172 -0.3043 3.3052  -0.08
C 0.4256 -1.1153 2.2868  -0.33
O 1.7086 -1.2720 2.0561  -0.39
C 0.7235 0.4857 4.3092  -0.52
C 0.2425 0.1683 5.7350  -0.04
C 0.5253 1.9818 4.0121  -0.03
C 2.2260 0.1807 4.2683  -0.05
C -3.8920 -0.6247 2.6546  -0.55
C -4.6924 -1.5067 1.6913  -0.06
C -4.2381 0.8394 2.3526  -0.05
C -4.3087 -0.9696 4.0922  -0.04
C 1.4189 -1.0758 -1.8940  -0.34
O 2.4638 -1.2483 -1.1174  -0.40
C 1.3937 -0.2693 -3.0487  -0.08
C 0.1725 -0.0981 -3.6961  0.02
C 2.6219 0.4480 -3.6082  -0.52
C 2.7935 0.0539 -5.0850  -0.04
C 2.3998 1.9641 -3.4825  -0.03
C 3.9356 0.0975 -2.8978  -0.05
H -4.3914 -0.0164 -3.4999  0.08
H -3.5352 -0.8896 -2.2362  0.07
H -3.1831 0.8113 -2.5222  0.02
H -3.6793 -1.6778 -5.2534  0.08
H -1.9708 -2.0603 -5.4803  0.09
H -2.8129 -2.6193 -4.0386  0.08
H -3.2622 0.7992 -5.4844  0.08
H -1.9699 1.5626 -4.5670  0.09
H -1.5904 0.4062 -5.8599  0.08
H -1.8362 -2.0780 -1.8540  0.10
H -2.4566 -2.1701 0.8111  0.09
H -1.9132 0.4978 4.0876  0.10
H -0.8016 0.4319 5.8832  0.07
H 0.3628 -0.8933 5.9400  0.09
H 0.8347 0.7250 6.4590  0.08
H -0.5212 2.2641 4.1038  0.08
H 1.1090 2.5870 4.7029  0.09
H 0.8505 2.2130 2.9973  0.07
H 2.4232 -0.8885 4.3626  0.10
H 2.6930 0.5522 3.3506  0.05
H 2.7181 0.6808 5.1019  0.09
H -4.4834 -1.2464 0.6560  0.08
H -4.4738 -2.5608 1.8479  0.09
H -5.7566 -1.3525 1.8580  0.08
H -3.8901 1.1103 1.3586  0.03
H -5.3158 0.9896 2.3866  0.08
H -3.7739 1.5073 3.0727  0.08
H -4.0591 -2.0038 4.3190  0.09
H -3.8002 -0.3345 4.8127  0.07
H -5.3819 -0.8336 4.2189  0.08
H 0.1589 0.5476 -4.5590  0.10
H 1.9550 0.3837 -5.6926  0.07
H 3.7011 0.4987 -5.4896  0.08
H 2.8759 -1.0287 -5.1682  0.09
H 1.4833 2.2750 -3.9795  0.08
H 2.3314 2.2543 -2.4336  0.07
H 3.2335 2.5039 -3.9262  0.09
H 4.0992 -0.9817 -2.8622  0.10
H 4.7711 0.5389 -3.4401  0.09
H 3.9632 0.5002 -1.8795  0.06
Se 7.7555 -3.0978 -0.2242  -0.27
Sb 6.1058 -2.8006 1.4973  -0.22
Se 4.9212 -0.3568 1.2082  0.11
Se 3.6172 -3.4418 0.7756  0.03
Se 6.6183 -3.2197 3.8112  -0.27
I -1.7038 2.5303 -0.4654  0.97
C 0.3333 2.3548 0.0397  -0.67
C 1.1026 3.5027 0.2006  -0.11
C 2.4517 3.2830 0.5127  -0.05
C 2.9242 2.0117 0.6399  -0.17
N 2.1728 0.8811 0.4969  -0.06
C 0.8610 1.1029 0.1894  -0.18
H 0.6954 4.4934 0.1132  0.10
H 3.1243 4.1144 0.6512  0.11
H 3.9712 1.8736 0.8706  0.00
H 0.2355 0.2278 0.0587  0.08

Force components x, y, z for each atom (eV/Å):
Mo 1.7 -2.5 0.6
C 0.1 0.0 -0.1
C -0.1 0.0 -0.1
C 0.0 0.2 0.1
C 0.0 -0.2 0.2
C 0.1 0.1 0.0
C 0.1 0.1 0.0
C 0.2 -0.3 0.3
Se -0.1 0.3 -0.1
C 0.5 -0.2 -0.2
C 0.0 0.1 0.1
C 0.0 0.0 0.0
C -0.1 -0.1 -0.1
C 0.5 -0.1 -0.2
C -1.6 -0.1 -0.4
O -0.7 0.3 3.0
C 0.1 0.2 0.2
C 0.0 0.1 -0.2
C 0.0 -0.2 0.0
C 0.0 0.0 -0.2
C -0.2 0.1 0.0
C 0.1 0.1 0.2
C 0.0 -0.2 0.0
C 0.0 0.0 -0.2
C -1.6 0.0 -0.5
O 0.7 0.3 -3.2
C 0.4 -0.2 0.4
C -0.2 -0.1 0.0
C 0.2 0.1 0.0
C -0.1 0.1 0.2
C 0.0 -0.2 -0.1
C 0.0 0.0 0.1
H -0.2 0.0 -0.1
H -0.1 -0.1 0.1
H 0.0 0.1 0.1
H -0.2 0.0 -0.1
H 0.1 -0.1 -0.1
H 0.0 -0.1 0.1
H -0.1 0.0 -0.1
H 0.1 0.2 0.0
H 0.1 0.0 -0.1
H -0.1 0.0 0.0
H -0.1 0.0 0.0
H 0.0 0.1 0.2
H -0.1 0.0 0.1
H 0.0 -0.1 0.1
H 0.1 0.1 0.1
H -0.1 0.1 0.0
H 0.1 0.1 0.1
H 0.0 0.0 -0.1
H 0.1 0.1 -0.1
H 0.0 -0.2 0.2
H 0.0 0.1 0.1
H 0.0 0.0 -0.1
H 0.0 -0.1 0.0
H -0.1 0.0 0.0
H 0.1 0.1 -0.1
H -0.2 0.0 0.1
H 0.1 0.2 0.1
H 0.0 -0.1 0.1
H 0.0 0.1 0.1
H -0.1 0.0 0.0
H 0.0 0.1 -0.1
H -0.1 0.0 -0.1
H 0.1 0.1 0.0
H 0.0 -0.1 -0.1
H -0.1 0.1 -0.1
H 0.0 0.0 0.1
H 0.1 0.1 -0.1
H 0.0 0.1 0.1
H 0.0 0.1 -0.1
H 0.1 -0.2 -0.2
Se -0.2 0.0 0.2
Sb -0.8 0.5 -0.2
Se 1.7 -0.1 0.4
Se 1.0 -0.5 0.3
Se -0.1 0.0 -0.3
I 0.4 0.0 0.1
C -0.8 1.2 -0.2
C 0.7 -1.1 0.3
C -1.2 0.9 -0.3
C 0.1 -1.5 0.0
N -1.6 3.1 -0.5
C 1.2 -0.8 0.3
H -0.1 0.2 -0.1
H 0.1 0.1 0.0
H 0.0 -0.3 0.0
H 0.1 0.1 0.0

The value obtained for the LUMO energy is 1.2461 eV. The total charge is -1. The value obtained for the molar mass is 1226.12 u. The HOMO energy is -4.06 eV. The calculation puts the gap between HOMO and LUMO at 5.3 eV.

---

# 2
Molecular formula: C33H44IN7O4STi
Method: DFT, the ωB97M-V functional and the def2-TZVPD basis

Last column: Löwdin charge in e.
Atoms and positions in Å:
Ti 0.0679 -1.1962 -0.1768  1.05
C -1.8849 1.7040 3.7976  -0.17
C -2.0614 2.3786 2.4432  -0.22
N -1.2184 1.7893 1.4107  -0.05
C -1.3000 2.5201 0.1620  -0.23
C -0.7819 1.7214 -1.0177  -0.19
N -1.3020 0.3236 -1.0833  -0.12
C -2.7807 0.2583 -1.1034  -0.17
C -3.3019 -1.1694 -1.0432  -0.15
C -3.1150 -1.8123 0.3263  -0.18
N -1.7287 -2.2751 0.6096  -0.12
C -1.6110 -2.8277 1.9957  -0.17
C -2.2618 -1.9688 3.0680  -0.22
N -1.8478 -0.5866 2.9388  -0.07
C -2.4974 0.3145 3.8899  -0.21
H -0.8128 1.6351 4.0105  0.10
H -2.3314 2.3318 4.5714  0.12
H -3.1283 2.3462 2.1607  0.12
H -1.7956 3.4360 2.5269  0.12
H -1.4935 0.8237 1.2907  0.05
H -2.3214 2.8817 -0.0492  0.12
H -0.6689 3.4108 0.2375  0.12
H -1.0513 2.2523 -1.9365  0.13
H 0.3068 1.6565 -0.9750  0.04
H -1.0289 0.0192 -2.0188  0.05
H -3.1649 0.8158 -0.2489  0.12
H -3.1514 0.7526 -2.0074  0.13
H -4.3759 -1.1311 -1.2372  0.13
H -2.8627 -1.7818 -1.8306  0.09
H -3.3679 -1.0792 1.0884  0.10
H -3.7976 -2.6609 0.4286  0.13
H -1.5766 -3.0734 -0.0048  0.10
H -2.0633 -3.8234 2.0328  0.13
H -0.5507 -2.9321 2.2308  0.09
H -3.3510 -2.0269 3.0115  0.12
H -1.9857 -2.4075 4.0377  0.13
H -0.8450 -0.5388 3.0979  0.08
H -3.5682 0.3541 3.6624  0.12
H -2.4015 -0.0530 4.9218  0.12
C -2.7539 1.2087 -6.8727  -0.04
C -1.9491 0.4298 -5.8685  -0.25
C -0.7971 0.9644 -5.3053  -0.02
C -0.0563 0.2569 -4.3706  -0.05
C -0.4869 -1.0035 -3.9929  -0.30
C -1.6373 -1.5694 -4.5445  -0.05
C -2.3591 -0.8497 -5.4776  -0.02
S 0.4064 -1.9819 -2.8381  0.63
O -0.6409 -2.4910 -1.9136  -0.39
O 1.1914 -2.9632 -3.5138  -0.22
N 1.2252 -0.9356 -1.9453  -0.20
C 2.5831 -1.2894 -1.6844  -0.28
C 3.6621 -0.7260 -2.2887  0.01
C 4.9669 -1.1896 -1.9992  -0.04
C 5.1612 -2.2308 -1.1398  -0.01
C 4.0550 -2.8306 -0.4878  -0.13
C 4.1548 -3.9271 0.3967  0.03
C 3.0242 -4.4263 0.9793  -0.02
C 1.7930 -3.8031 0.7306  -0.09
N 1.6512 -2.7722 -0.0726  0.03
C 2.7723 -2.3155 -0.7260  -0.17
H -2.2040 2.0694 -7.2476  0.08
H -3.6803 1.5698 -6.4223  0.09
H -3.0268 0.5777 -7.7185  0.09
H -0.4690 1.9515 -5.6075  0.12
H 0.8371 0.6771 -3.9272  0.11
H -1.9472 -2.5610 -4.2416  0.12
H -3.2493 -1.2848 -5.9145  0.12
H 3.5072 0.0619 -3.0152  0.12
H 5.8136 -0.7275 -2.4879  0.11
H 6.1562 -2.6105 -0.9462  0.12
H 5.1243 -4.3671 0.5956  0.13
H 3.0665 -5.2761 1.6454  0.11
H 0.8982 -4.1564 1.2299  0.11
I 2.8958 3.1001 -0.3012  0.92
C 2.6250 3.8692 1.6403  -0.77
C 3.2102 5.0876 1.9602  -0.13
C 2.9991 5.5887 3.2331  -0.06
C 2.2217 4.8654 4.1213  -0.06
C 1.6934 3.6582 3.6946  -0.14
N 1.8911 3.1585 2.4726  0.03
H 3.8061 5.6203 1.2334  0.09
H 3.4364 6.5350 3.5236  0.11
H 2.0308 5.2254 5.1226  0.11
H 1.0838 3.0571 4.3600  0.10
C 2.2540 -0.1580 3.6566  -0.03
O 1.1148 -0.6695 2.9243  -0.14
C 1.2038 -0.5681 1.5828  -0.48
O 2.1890 -0.1088 1.0424  -0.02
H 3.1377 -0.7512 3.4283  0.09
H 1.9940 -0.2463 4.7069  0.09
H 2.4330 0.8762 3.3722  0.06

Force components x, y, z for each atom (eV/Å):
Ti 0.4 0.2 0.5
C 0.0 0.0 0.0
C 0.0 0.0 0.1
N 0.0 0.1 -0.2
C 0.0 0.0 0.1
C 0.1 0.0 0.0
N 0.1 0.2 -0.1
C 0.0 -0.1 0.0
C 0.0 0.0 0.1
C 0.0 0.0 -0.1
N 0.0 -0.2 0.1
C -0.1 0.0 0.0
C 0.1 0.1 0.1
N 0.0 -0.1 0.1
C 0.1 0.0 0.0
H 0.0 0.0 0.0
H 0.0 0.0 0.0
H 0.0 0.1 0.0
H 0.0 0.0 0.0
H -0.1 -0.1 0.1
H 0.0 -0.1 0.0
H -0.1 0.1 0.0
H 0.0 0.0 0.0
H 0.0 0.0 0.0
H 0.0 0.1 0.0
H 0.0 0.0 0.0
H 0.0 0.0 0.0
H 0.0 0.0 0.0
H 0.0 0.0 0.0
H 0.0 0.0 0.0
H 0.0 0.0 0.0
H 0.0 0.0 -0.1
H 0.0 0.0 0.0
H 0.0 0.0 -0.1
H 0.0 0.0 -0.1
H 0.0 0.0 0.0
H 0.0 0.0 -0.1
H 0.0 0.0 0.0
H 0.0 0.0 0.0
C 0.0 -0.1 0.0
C -0.1 0.0 -0.1
C 0.0 0.1 0.0
C 0.0 0.0 0.0
C -0.2 -0.2 -0.1
C 0.1 0.1 0.0
C 0.1 0.0 0.0
S 0.3 0.1 -0.2
O 0.0 0.1 0.2
O 0.0 -0.1 0.0
N -0.1 0.0 0.0
C -0.1 -0.2 0.1
C 0.0 0.1 -0.2
C 0.0 0.0 0.1
C 0.0 0.0 0.0
C 0.0 0.0 0.1
C 0.0 0.1 -0.1
C 0.1 -0.1 0.1
C -0.1 0.1 0.0
N 0.5 -0.1 -0.1
C -0.2 -0.1 0.0
H 0.0 0.0 0.0
H 0.0 0.0 0.0
H 0.0 0.0 0.0
H 0.0 0.0 0.0
H 0.0 0.0 0.0
H 0.0 0.0 0.0
H 0.0 0.0 0.0
H 0.0 0.0 0.0
H 0.0 0.0 0.0
H 0.0 0.0 0.0
H 0.0 0.0 0.0
H 0.0 0.0 0.0
H 0.0 0.0 0.0
I 0.0 0.0 0.1
C -0.1 0.0 0.1
C 0.0 0.0 -0.1
C 0.1 0.0 -0.1
C -0.1 -0.1 0.0
C 0.0 0.1 0.0
N 0.1 0.1 -0.1
H 0.0 0.0 0.0
H 0.0 0.0 0.0
H 0.0 0.0 0.0
H 0.0 0.0 0.0
C -0.1 0.0 -0.1
O 0.2 0.0 0.0
C -0.8 -0.2 0.1
O -0.1 0.1 -0.4
H 0.0 0.0 0.0
H 0.0 0.0 0.0
H 0.0 0.0 0.0

The energy above the lowest of the compared OMol25 structures with the same formula, charge and spin comes out at 24.32 kcal per mole. As for the spin multiplicity: 2. The value obtained for the LUMO energy (spin up / spin down) is -2.7583 / -2.6975 eV. The total charge is +1. The value obtained for the molar mass is 809.60 u. The HOMO energy (spin up / spin down) is -10.81 / -10.87 eV. The calculation puts the gap between HOMO and LUMO (spin up / spin down) at 8.1 / 8.2 eV.

---

Going through the records in order, we get E_tot values of -14102.6126; -3513.3763 hartree.